The molecule C20H29N5O4S, computed with ωB97M-V/def2-TZVPD.

Geometry (Å):
C -0.646 0.307 -0.017
C 0.325 1.174 0.419
H -5.541 -3.552 1.675
C -6.734 -1.082 1.242
H 7.073 0.381 -1.721
H 5.105 -3.029 -1.005
H 3.956 2.111 2.703
H -7.928 -2.802 1.672
N 2.436 1.822 1.323
C -1.848 0.995 -0.353
H 8.566 -1.087 -0.416
H 4.416 3.363 0.489
H 3.802 1.353 -0.943
H 5.344 2.107 -1.374
C -1.756 2.374 -0.164
H 7.357 1.110 -0.116
C 5.512 -2.157 -0.492
H 4.037 0.609 1.738
H 2.063 2.759 1.303
H -4.658 3.433 -1.062
H -0.092 -1.574 0.796
C -5.345 1.002 -1.607
H -7.806 -2.425 -0.047
C 3.820 1.679 1.708
C 6.887 0.272 -0.636
O 6.897 -2.150 -0.762
C -6.113 -3.494 0.751
H -5.144 -1.006 -0.155
O 2.090 -0.347 0.781
H 5.756 2.408 1.139
C -0.472 -1.164 -0.137
H -5.174 0.127 -2.240
N -4.064 1.442 -1.092
S -0.212 2.844 0.426
C -6.311 0.628 -0.459
H -1.414 -1.633 -0.400
H 3.783 -0.903 -0.686
H 0.272 -1.387 -0.900
H -5.796 1.806 -2.188
H -7.571 -0.407 1.430
C 7.508 -1.039 -0.153
C -3.099 0.455 -0.817
C -7.244 -2.480 0.886
C 4.834 -0.877 -0.979
N -5.967 -0.505 0.161
C 1.688 0.802 0.846
H 4.909 -0.822 -2.080
C 4.759 2.348 0.702
C -3.842 2.755 -0.855
C 4.821 1.534 -0.593
O -7.259 1.329 -0.176
O -3.384 -0.722 -0.974
H 7.397 -1.105 0.940
H -6.517 -4.480 0.537
H 5.345 -2.257 0.590
N -2.745 3.253 -0.403
H -6.108 -1.133 2.140
N 5.469 0.260 -0.338
H -5.435 -3.225 -0.056

Properties
**LUMO level**: -0.20 eV
**E_HOMO**: -8.56 eV
**Largest force on an atom**: 0.762 eV Å⁻¹
**Charge**: 0
**Energy above the lowest of the compared OMol25 structures with the same formula, charge and spin**: 4.9 kcal/mol

***

C20H29NO12 as an isolated structure in a non-equilibrium geometry, computed with ωB97M-V/def2-TZVPD.

Geometry (Å):
O 5.187 19.730 -1.884
O 11.343 25.341 -4.963
H 13.139 24.807 -4.235
O 4.515 22.464 -4.279
C 12.489 20.680 -4.582
O 12.380 20.353 -5.892
H 12.004 17.331 -2.875
C 2.677 19.026 -4.348
C 6.440 22.822 -5.315
H 1.844 18.404 -4.020
H 9.604 17.893 -4.251
O 12.546 21.836 -4.177
C 9.461 20.861 -2.717
H 9.843 21.716 -2.179
N 8.252 19.330 -3.781
H 3.408 19.810 -1.073
H 12.477 16.350 -3.874
C 5.189 21.994 -5.324
O 10.276 24.834 -3.160
H 7.807 21.465 -4.417
H 2.429 20.589 -2.840
H 12.488 18.476 -6.754
H 12.030 24.066 -2.382
H 11.310 19.618 -2.747
H 3.575 18.264 -1.758
C 3.198 19.908 -3.205
O 4.331 20.585 -3.734
C 9.603 18.889 -3.835
H 10.687 22.101 -2.159
H 7.441 18.838 -4.128
O 12.334 19.632 -3.823
C 12.182 24.321 -4.425
H 6.291 23.687 -5.961
H 5.409 20.927 -5.291
C 5.064 23.406 -3.633
C 12.042 18.938 -5.873
H 10.834 17.120 -4.217
C 3.838 19.306 -1.938
C 7.727 21.989 -5.369
O 4.662 24.121 -2.805
H 7.282 21.126 -3.066
C 11.334 23.953 -3.213
H 13.723 18.108 -4.584
O 6.328 23.370 -4.018
H 2.428 19.454 -5.318
H 11.444 21.779 -3.661
C 12.673 18.400 -4.577
C 10.251 25.646 -4.196
C 8.213 20.591 -3.186
H 3.315 18.226 -4.725
H 10.967 18.782 -5.965
H 4.482 22.070 -6.150
O 6.555 20.528 -3.494
H 12.282 23.561 -5.200
C 10.841 22.529 -3.149
C 10.265 19.755 -2.980
O 9.437 26.492 -4.515
H 8.608 22.613 -5.523
H 9.811 22.475 -3.500
C 5.502 20.322 -3.082
C 11.883 17.260 -3.956
H 7.594 21.176 -6.083

Properties
**LUMO level**: 0.21 eV
**E_HOMO**: -7.11 eV
**Largest force on an atom**: 18.637 eV Å⁻¹
**Charge**: 0

***

C20H30AgIO15 as an isolated structure in a non-equilibrium geometry, computed with ωB97M-V/def2-TZVPD.

Geometry (Å):
H 1.488 7.153 -3.841
C -1.801 -2.731 3.230
H 1.893 5.848 -4.954
O 2.535 -0.075 2.093
C -0.910 -3.329 4.307
H 3.865 -4.218 2.384
C 1.077 6.312 -4.400
C -0.989 -0.825 2.377
H 4.859 -2.007 5.046
H -0.345 -4.209 4.002
H 0.811 -3.891 -4.289
C -2.603 -1.557 3.788
O -3.015 1.546 -0.465
C -1.941 2.139 -0.663
H -0.602 -4.122 -0.326
C 4.563 -2.131 4.005
O 1.318 -0.551 -0.886
H -3.460 4.968 -2.908
H 2.254 -4.496 3.089
C -3.542 3.475 -1.365
H -2.574 -1.338 4.855
O -0.963 -2.134 2.265
H -2.441 -3.524 2.844
H -0.445 5.807 -2.960
O 2.376 -2.025 3.272
H -0.083 -2.633 4.448
O -0.277 -0.098 1.673
C -0.215 4.106 -4.217
C 0.842 -1.683 -1.016
O -2.034 -0.484 3.099
O -0.837 1.680 -0.315
H 2.884 -2.894 5.037
H 0.451 6.706 -5.201
H -5.028 2.151 -0.441
H -1.288 4.194 -4.382
O 0.116 3.067 -3.380
C 0.930 -4.268 -3.273
Ag 1.617 1.341 0.360
C -3.763 3.925 -2.821
C 0.335 -3.815 -0.791
C -4.126 2.133 -1.052
C 0.336 5.296 -3.522
H 0.254 3.871 -5.173
C 1.005 3.454 -2.434
H 0.601 -5.306 -3.326
H 3.750 -4.892 4.014
C 3.016 -0.909 2.865
H -4.428 1.644 -1.978
H 5.285 -2.676 3.398
C 3.283 -4.208 3.305
H -4.791 3.881 -3.180
H -3.188 3.283 -3.488
O 1.415 2.660 -1.613
O 1.184 4.750 -2.540
C 0.113 -3.499 -2.225
O 4.265 -0.944 3.358
O 0.436 -2.100 -2.265
H 2.013 -4.276 -3.149
O 0.943 -2.717 -0.218
H -3.818 4.224 -0.623
O -2.134 3.325 -1.224
H -0.969 -3.452 -2.347
H -3.650 -1.551 3.484
C 3.252 -2.878 4.011
H -1.384 -3.429 5.284
I 1.156 3.501 2.099
H 1.125 -4.565 -0.742

Properties
**LUMO level (alpha / beta)**: -4.63 / -11.03 eV
**Multiplicity**: 3
**E_HOMO (alpha / beta)**: -15.44 / -15.40 eV
**Largest force on an atom**: 5.825 eV Å⁻¹
**Charge**: +2

***

C20H30AgO10 as an isolated structure in a non-equilibrium geometry, computed with ωB97M-V/def2-TZVPD.

Geometry (Å):
H 6.730 2.822 16.599
H 6.757 4.862 15.433
H 1.260 12.239 16.042
C 6.404 4.001 14.866
O 6.045 7.493 13.516
H 7.673 2.261 15.233
C 3.539 7.705 20.202
O 4.146 7.077 19.047
H 4.533 4.415 10.651
H 0.480 10.303 12.579
H 2.395 8.997 17.373
H 1.533 8.303 20.188
H 2.182 10.652 12.530
H 2.770 9.524 19.848
O 2.073 8.650 14.199
Ag 3.716 6.990 14.092
O 7.844 6.320 13.321
C 5.617 1.739 15.040
O 4.471 2.580 14.990
O 3.980 6.983 16.819
H 1.560 7.553 17.848
H -0.378 11.762 15.587
H 5.446 0.830 15.618
C 1.317 10.635 13.193
H 6.706 6.861 10.797
H 1.073 2.711 10.502
H 9.884 6.259 12.986
H 9.430 7.900 11.243
O 3.963 4.793 14.721
O 1.067 10.306 15.441
H 1.436 1.995 12.105
C 2.371 8.221 18.138
C 6.986 7.164 12.845
C 3.134 2.625 10.959
C 2.432 8.516 19.608
C 0.971 11.977 13.785
H 0.066 12.308 13.276
C 7.346 7.480 11.426
H 5.830 1.289 14.070
H 3.098 1.918 10.130
C 0.674 11.673 15.317
C 1.649 2.817 11.422
H 1.731 12.747 13.654
O 1.599 4.123 12.050
C 4.811 3.911 14.846
H 3.099 6.947 20.850
C 3.628 7.419 17.901
H 3.186 4.260 9.509
H 7.176 8.520 11.146
H 4.191 8.281 20.858
C 3.503 4.077 10.536
C 2.738 4.842 11.594
H 8.923 6.488 10.341
C 8.735 7.061 11.250
C 1.597 9.722 14.324
H 6.660 3.979 13.807
H 8.953 5.109 12.000
C 8.954 6.107 12.439
H 3.799 2.093 11.639
C 6.701 2.661 15.521
O 2.979 5.944 12.036

Properties
**LUMO level (alpha / beta)**: -5.03 / -11.06 eV
**Multiplicity**: 2
**E_HOMO (alpha / beta)**: -16.12 / -15.58 eV
**Largest force on an atom**: 5.097 eV Å⁻¹
**Charge**: +2